[1]
Entry from the OMol25 dataset: C31H35BCl3LiN5O5S as an isolated structure in a non-equilibrium geometry (ωB97M-V/def2-TZVPD).

Each line ends with the Mulliken charge.
Geometry (Å):
Li -0.2405 -0.0250 0.3163  0.53
C -2.4501 2.2959 1.0580  -1.57
N -1.8051 1.1401 1.6028  0.26
C -2.4129 0.4575 2.7068  -1.28
C -1.6694 -0.8211 2.8570  -0.38
N -0.9843 -1.3713 1.8999  0.57
C -0.3680 -2.4636 2.4501  -0.38
C 0.5667 -3.3344 1.9070  -0.49
C 1.0356 -4.3435 2.7238  -0.78
C 0.5706 -4.5143 4.0295  -0.36
C -0.3383 -3.6390 4.5932  -1.17
C -0.7748 -2.5949 3.7967  0.56
N -1.6168 -1.5312 4.0240  0.09
C -1.8959 2.4631 -0.3140  -0.14
N -1.4086 1.4767 -1.0099  1.25
C -1.0023 2.0133 -2.2028  -0.43
C -0.4316 1.4155 -3.3186  0.21
C -0.1692 2.2255 -4.4047  -1.04
C -0.4201 3.5974 -4.3859  -0.54
C -0.9666 4.2157 -3.2769  -1.11
C -1.2656 3.4020 -2.1998  0.43
N -1.8429 3.6622 -0.9804  -0.03
H -2.3224 3.2303 1.6453  0.50
H -3.5307 2.1033 0.9874  0.27
H -0.8405 1.3400 1.8421  0.53
H -3.4680 0.2575 2.4708  0.43
H -2.3788 1.0077 3.6670  0.42
H 0.9337 -3.1684 0.9054  0.52
H 1.8023 -5.0106 2.3573  0.41
H 0.9628 -5.3321 4.6187  0.38
H -0.6697 -3.7495 5.6146  0.41
H -1.8877 -1.1919 4.9308  0.35
H -0.2060 0.3625 -3.3216  0.49
H 0.2511 1.7897 -5.2998  0.43
H -0.1579 4.1860 -5.2530  0.39
H -1.1407 5.2818 -3.2347  0.43
H -2.0567 4.5734 -0.6081  0.25
C -2.3491 -3.2190 -0.9566  -1.43
S -1.6400 -1.5535 -1.3852  1.32
O -1.1999 -1.7310 -2.7739  -0.80
C -3.2318 -0.7214 -1.5276  -0.07
C -4.0547 -0.5302 -0.4252  -0.12
C -5.1554 0.2966 -0.5388  -0.68
C -5.4266 0.9473 -1.7363  -0.51
C -4.5973 0.7535 -2.8355  -0.53
C -3.5053 -0.0806 -2.7268  -0.55
H -2.9890 -3.5557 -1.7647  0.42
H -2.9025 -3.1605 -0.0286  0.36
H -1.4974 -3.8821 -0.8470  0.44
H -3.8264 -1.0231 0.5081  0.23
H -5.8102 0.4492 0.3106  0.40
H -6.2727 1.6167 -1.8062  0.38
H -4.7957 1.2618 -3.7692  0.41
H -2.8292 -0.2518 -3.5510  0.47
Cl 0.0104 0.8499 5.4918  -0.21
C 1.6266 0.4006 4.9449  0.54
Cl 2.0029 -1.1923 5.6129  -0.16
Cl 2.7714 1.5970 5.5673  -0.19
C 1.7529 0.3695 3.2681  0.18
O 2.8100 -0.0832 2.9166  -0.60
O 0.7589 0.8263 2.7368  -0.75
C 3.8803 -1.2765 -2.6638  -2.14
C 3.7791 -0.6999 -1.2440  2.00
C 4.8960 -1.2902 -0.3781  -1.99
O 2.5267 -1.1109 -0.7085  -0.49
B 1.6470 -0.0437 -0.5967  0.97
O 2.2967 1.1061 -1.0483  -0.60
C 3.6852 0.8638 -1.2434  1.85
C 4.1455 1.5399 -2.5402  -2.07
C 4.4227 1.5156 -0.0660  -1.97
H 3.7784 -2.3602 -2.6161  0.52
H 4.8379 -1.0260 -3.1189  0.36
H 3.0633 -0.8875 -3.2672  0.29
H 4.9203 -2.3701 -0.5217  0.46
H 4.6871 -1.0994 0.6696  0.31
H 5.8691 -0.8766 -0.6410  0.33
H 3.4979 1.2709 -3.3680  0.30
H 5.1748 1.2707 -2.7697  0.35
H 4.0882 2.6182 -2.4136  0.47
H 4.0683 1.0897 0.8677  0.23
H 4.1858 2.5781 -0.0626  0.50
H 5.5014 1.3968 -0.1462  0.36

## Properties
**Multiplicity**: 1
**Net charge**: -1
**ΔE to the lowest compared entry with this formula, charge and spin**: 9.3 kcal per mole
**E_tot**: -3663.6254 Eh

***

[2]
Entry from the OMol25 dataset: an isolated molecule of C2H7OPS3 in a non-equilibrium geometry (ωB97M-V/def2-TZVPD).

Each line ends with the Mulliken charge.
Geometry (Å):
C -0.7246 -1.9806 -0.4526  -0.84
C -0.0992 -0.7962 -1.2272  -0.45
S 1.3665 -0.2160 -0.2022  -0.11
P 0.2318 1.2460 0.7087  0.63
O -0.1056 2.3361 -0.3613  -0.48
S -1.5071 0.5646 1.5595  -0.41
S 1.7342 2.1315 1.9689  -0.34
H 0.0655 -2.7196 -0.2668  0.29
H -1.1645 -1.7291 0.4840  0.22
H -1.3814 -2.4704 -1.0873  0.33
H -0.6307 0.1019 -1.2959  0.29
H 0.2643 -0.9703 -2.3428  0.32
H 0.5731 2.8506 -0.7556  0.34
H 1.3776 1.6515 3.2706  0.20

## Properties
**Multiplicity**: 1
**Net charge**: 0
**ΔE to the lowest compared entry with this formula, charge and spin**: 0.0 kcal per mole
**SMILES**: CCS[P@@](O)(=S)S
**E_tot**: -1691.5933 Eh

***

[3]
Entry from the OMol25 dataset: an isolated molecule of C5H10O2 in a non-equilibrium geometry (ωB97M-V/def2-TZVPD).

Each line ends with the Mulliken charge.
Geometry (Å):
C 1.9683 0.3798 -0.6169  -1.08
C 0.9246 -0.5039 -0.0395  0.56
O 1.2210 -1.6910 -0.1240  -0.63
C -0.4974 -0.1946 0.4027  1.35
C -0.7351 1.1982 0.9598  -1.60
C -1.3634 -0.4575 -0.8436  -1.52
O -0.7942 -1.1288 1.4191  -0.62
H 2.2307 -0.5155 -1.2425  0.36
H 2.8624 0.4221 0.0052  0.31
H 1.6944 1.4014 -0.9366  0.29
H -0.0869 1.3941 1.8182  0.37
H -1.7763 1.2672 1.2922  0.41
H -0.5668 1.9676 0.1989  0.33
H -2.4197 -0.3889 -0.5681  0.36
H -1.1611 -1.4641 -1.2241  0.36
H -1.1550 0.2621 -1.6447  0.35
H -0.3455 -1.9482 1.1437  0.38

## Properties
**Multiplicity**: 1
**Net charge**: 0
**ΔE to the lowest compared entry with this formula, charge and spin**: 39.5 kcal per mole
**SMILES**: CC(=O)C(C)(C)O
**E_tot**: -346.9625 Eh

***

[4]
Entry from the OMol25 dataset: a 6-piece molecular cluster, C4H23N3O5S overall in a non-equilibrium geometry (ωB97M-V/def2-TZVPD).

Each line ends with the Mulliken charge.
Geometry (Å):
N -2.9634 1.8634 -1.0893  -0.71
C -1.6247 1.6520 -0.5165  -0.09
N -1.0070 0.6080 -1.3560  -0.25
C -0.1273 -0.4199 -0.8228  0.46
C -0.9040 -1.4620 0.0375  -0.74
N -0.0302 -2.6584 0.4313  -0.39
C 0.6454 -1.1723 -1.9212  -0.98
S 2.3893 -1.5127 -1.3665  -0.21
H -3.2770 2.7469 -0.7093  0.26
H -2.8066 1.8789 -2.0893  0.23
H -1.7358 1.3430 0.5357  0.14
H -0.9269 2.5317 -0.6293  0.21
H -1.7353 0.2198 -1.9424  0.30
H 0.5938 0.0854 -0.1202  -0.25
H -1.7187 -1.8709 -0.6094  0.38
H -1.2491 -1.0027 0.9941  0.34
H -0.3467 -2.7409 1.4421  0.28
H -0.4073 -3.4651 -0.0671  0.26
H 0.1650 -2.0973 -2.2251  0.42
H 0.7813 -0.6051 -2.8485  0.44
H 2.4936 -2.8429 -1.2348  0.15
O 2.1121 -0.7212 1.6178  -0.68
H 1.4707 -0.8764 0.9147  0.16
H 1.6169 -0.0781 2.1597  0.33
O 0.5288 2.0295 3.1546  -0.64
H -0.3040 2.5245 3.1873  0.33
H 0.9131 2.3093 2.3011  0.38
O 1.8791 2.4504 0.8694  -0.61
H 2.4507 2.1891 0.1185  0.27
H 2.5743 2.9144 1.3608  0.26
O -1.0686 -3.3234 2.7387  -0.70
H -1.9802 -3.0511 2.5942  0.34
H -0.5513 -2.7838 3.3453  0.35
O 1.5899 2.1161 -2.7136  -0.68
H 0.7742 1.8608 -2.2632  0.31
H 1.7859 1.3610 -3.2785  0.32

## Properties
**Multiplicity**: 1
**Net charge**: 0
**SMILES**: NCN[C@@H](CN)CS.O.O.O.O.O
**E_tot**: -1104.7818 Eh

***

[5]
Entry from the OMol25 dataset: a 2-piece molecular cluster, C7H10O overall in a non-equilibrium geometry (ωB97M-V/def2-TZVPD).

Each line ends with the Mulliken charge.
Geometry (Å):
C 0.1840 2.3048 0.4526  -1.31
C 0.1564 0.9080 -0.0472  1.13
C 0.9136 -0.1122 0.6505  -0.45
C 0.9672 -1.3566 0.1835  -0.61
C 0.3175 -1.7538 -1.0385  -0.48
C -0.2829 -0.7520 -1.8240  -0.27
C -0.4187 0.5534 -1.3054  -0.41
H 0.7736 2.5261 1.3921  0.31
H 0.5211 3.1723 -0.1323  0.32
H -0.8630 2.4505 0.5230  0.30
H 1.5499 0.1380 1.5053  0.30
H 1.8114 -2.0008 0.7365  0.16
H 0.3090 -2.7995 -1.3555  0.38
H -0.6458 -1.0071 -2.8246  0.36
H -0.9537 1.1646 -2.0837  0.25
O -1.7341 -0.9398 1.6199  -0.65
H -1.4186 -0.9456 2.4907  0.30
H -1.1869 -1.5503 1.0570  0.35

## Properties
**Multiplicity**: 1
**Net charge**: 0
**ΔE to the lowest compared entry with this formula, charge and spin**: 27.9 kcal per mole
**SMILES**: Cc1ccccc1.O
**E_tot**: -347.9187 Eh